# 1
{
  "formula": "C17H12IN5O3W",
  "method": "ωB97M-V/def2-TZVPD",
  "species": ["W", "C", "C", "N", "C", "C", "C", "O", "C", "C", "N", "C", "C", "C", "C", "C", "C", "I", "C", "O", "H", "H", "H", "H", "H", "H", "H", "H", "H", "H", "H", "H", "O", "N", "C", "C", "N", "C", "N"],
  "coordinates": [[0.503, -0.765, -0.141], [-0.378, -1.015, -4.132], [0.872, -0.590, -3.438], [2.038, -0.900, -3.965], [3.171, -0.512, -3.378], [3.246, 0.247, -2.221], [4.576, 0.701, -1.691], [4.323, 1.512, -0.551], [2.034, 0.603, -1.611], [2.022, 1.357, -0.310], [1.771, 0.617, 0.733], [1.736, 1.159, 2.061], [2.814, 1.895, 2.525], [2.785, 2.392, 3.821], [1.693, 2.148, 4.640], [0.612, 1.404, 4.178], [0.651, 0.910, 2.890], [-0.977, -0.176, 2.120], [0.826, 0.156, -2.228], [-0.353, 0.301, -1.541], [-0.302, -0.747, -5.185], [-1.269, -0.569, -3.700], [-0.463, -2.105, -4.103], [4.085, -0.819, -3.877], [5.088, 1.273, -2.467], [5.196, -0.159, -1.428], [5.078, 2.087, -0.379], [2.056, 2.440, -0.235], [3.675, 2.042, 1.887], [3.624, 2.962, 4.194], [1.675, 2.531, 5.650], [-0.236, 1.224, 4.824], [0.944, -2.442, 0.746], [1.530, -2.529, -0.526], [0.693, -3.338, -1.350], [-0.649, -2.937, -1.133], [-1.429, -2.247, -0.609], [1.203, -4.141, -2.364], [1.644, -4.801, -3.205]],
  "e_above_lowest_kj_mol": 149.16,
  "orbital_gap_ev": [7.55, 6.95],
  "lumo_energy_ha": [-0.30879, -0.33921],
  "energy_ev": -41321.0626,
  "homo_ev": [-15.953, -16.179],
  "charge": 2,
  "spin_multiplicity": 3
}

# 2
{
  "formula": "C17H13ClFN3O4STi",
  "method": "ωB97M-V/def2-TZVPD",
  "species": ["Ti", "N", "C", "C", "C", "C", "C", "C", "N", "C", "C", "C", "S", "C", "N", "H", "H", "H", "H", "H", "H", "H", "O", "Cl", "O", "O", "O", "F", "C", "C", "C", "C", "C", "C", "C", "H", "H", "H", "H", "H", "H"],
  "coordinates": [[0.136, -0.682, 0.719], [-2.377, -0.717, -2.453], [-1.536, 0.212, -3.084], [-1.625, 0.847, -4.315], [-0.585, 1.695, -4.635], [0.501, 1.895, -3.765], [0.577, 1.259, -2.544], [-0.474, 0.410, -2.215], [-0.702, -0.383, -1.072], [-1.851, -1.038, -1.284], [-2.285, -2.005, -0.285], [-3.281, -2.916, -0.260], [-3.185, -3.843, 1.167], [-1.822, -2.983, 1.661], [-1.452, -2.044, 0.823], [-3.252, -1.059, -2.823], [-2.457, 0.689, -4.989], [-0.601, 2.214, -5.584], [1.299, 2.558, -4.070], [1.427, 1.396, -1.888], [-4.047, -3.105, -0.998], [-1.301, -3.195, 2.584], [2.992, -2.816, 0.244], [2.515, -1.711, 0.954], [3.376, -1.173, 1.918], [1.162, -2.057, 1.609], [2.017, -0.633, 0.022], [4.135, 2.233, 3.275], [2.925, 1.851, 2.919], [2.217, 1.009, 3.774], [0.965, 0.602, 3.394], [0.384, 1.054, 2.183], [-0.976, 0.636, 1.793], [1.140, 1.917, 1.360], [2.411, 2.311, 1.718], [2.663, 0.697, 4.709], [0.393, -0.048, 4.045], [-1.532, 1.367, 1.211], [-1.576, 0.239, 2.606], [0.686, 2.333, 0.466], [3.000, 2.983, 1.107]],
  "e_above_lowest_kj_mol": 37.89,
  "orbital_gap_ev": 7.26,
  "lumo_energy_ha": -0.29363,
  "energy_ev": -79669.9031,
  "homo_ev": -15.253,
  "charge": 2
}

# 3
{
  "formula": "C17H13ClN2O6Ti",
  "method": "ωB97M-V/def2-TZVPD",
  "species": ["C", "C", "C", "H", "C", "C", "H", "H", "H", "H", "Ti", "Cl", "C", "C", "C", "H", "C", "C", "H", "H", "H", "H", "O", "C", "O", "C", "C", "C", "C", "C", "C", "N", "O", "O", "N", "O", "O", "H", "H", "H"],
  "coordinates": [[-1.369, 0.170, 0.461], [-1.871, 0.876, -0.689], [-1.403, 2.228, -0.611], [-2.541, 0.472, -1.444], [-0.515, 2.325, 0.487], [-0.564, 1.097, 1.210], [-0.253, 0.938, 2.252], [-1.634, -0.829, 0.809], [-1.794, 3.036, -1.214], [0.066, 3.198, 0.804], [0.221, 0.210, -1.127], [-0.429, -1.985, -1.338], [1.299, 0.031, -2.951], [1.612, 1.365, -2.468], [0.459, 2.178, -2.735], [2.561, 1.701, -2.079], [-0.577, 1.363, -3.244], [-0.095, 0.029, -3.349], [-0.665, -0.786, -3.764], [2.008, -0.764, -3.115], [0.414, 3.269, -2.609], [-1.586, 1.686, -3.532], [3.168, 0.635, 1.472], [2.256, -0.177, 1.339], [1.494, -0.299, 0.265], [1.900, -1.065, 2.555], [0.651, -1.639, 2.871], [0.444, -2.356, 4.073], [1.446, -2.558, 5.018], [2.667, -1.955, 4.731], [2.892, -1.220, 3.540], [3.722, -2.047, 5.718], [3.529, -2.719, 6.748], [4.792, -1.450, 5.489], [-0.846, -2.916, 4.378], [-1.791, -2.764, 3.584], [-0.958, -3.564, 5.441], [-0.206, -1.660, 2.180], [1.253, -3.032, 5.968], [3.840, -0.695, 3.405]],
  "orbital_gap_ev": 7.34,
  "lumo_energy_ha": -0.04850,
  "energy_ev": -68738.1836,
  "homo_ev": -8.665,
  "charge": 0
}

# 4
{
  "formula": "C17H13FN2O4",
  "method": "ωB97M-V/def2-TZVPD",
  "species": ["C", "O", "C", "C", "C", "C", "F", "C", "C", "C", "N", "N", "C", "C", "O", "O", "C", "C", "C", "C", "C", "C", "C", "O", "H", "H", "H", "H", "H", "H", "H", "H", "H", "H", "H", "H", "H"],
  "coordinates": [[-2.558, -3.064, -0.478], [-2.024, -1.796, -0.800], [-2.569, -0.691, -0.215], [-3.543, -0.733, 0.777], [-4.037, 0.435, 1.332], [-3.550, 1.648, 0.888], [-4.026, 2.788, 1.428], [-2.585, 1.720, -0.100], [-2.097, 0.554, -0.664], [-1.021, 0.622, -1.716], [0.291, 0.524, -1.091], [0.601, -0.673, -0.650], [1.710, -0.918, -0.025], [1.829, -2.352, 0.403], [2.787, -2.822, 0.955], [0.747, -3.073, 0.115], [2.683, 0.113, 0.217], [3.907, -0.085, 0.866], [4.768, 0.975, 1.045], [4.437, 2.250, 0.589], [3.237, 2.464, -0.050], [2.350, 1.404, -0.245], [1.078, 1.658, -0.924], [0.700, 2.737, -1.333], [-3.629, -3.112, -0.694], [-2.381, -3.320, 0.570], [-2.030, -3.774, -1.112], [-3.923, -1.676, 1.134], [-4.790, 0.405, 2.102], [-2.216, 2.679, -0.427], [-1.125, -0.211, -2.413], [-1.052, 1.579, -2.240], [0.086, -2.504, -0.334], [4.158, -1.072, 1.217], [5.712, 0.816, 1.546], [5.125, 3.069, 0.738], [2.952, 3.440, -0.414]],
  "e_above_lowest_kj_mol": 0.00,
  "orbital_gap_ev": 8.57,
  "lumo_energy_ha": -0.00987,
  "energy_ev": -31727.9880,
  "homo_ev": -8.839,
  "charge": 0,
  "smiles": "COc1ccc(F)cc1Cn1nc(C(=O)O)c2ccccc2c1=O"
}

# 5
{
  "formula": "C17H14BrCdClO2",
  "method": "ωB97M-V/def2-TZVPD",
  "species": ["C", "C", "C", "H", "C", "C", "H", "H", "H", "H", "Cd", "Br", "C", "C", "C", "H", "C", "C", "H", "H", "H", "H", "Cl", "C", "C", "C", "C", "C", "C", "C", "O", "O", "H", "H", "H", "H"],
  "coordinates": [[-1.339, -1.531, -3.589], [-1.362, -2.517, -2.584], [-2.014, -1.948, -1.425], [-0.994, -3.539, -2.657], [-2.415, -0.607, -1.765], [-2.009, -0.364, -3.086], [-2.146, 0.570, -3.651], [-0.928, -1.630, -4.607], [-2.366, -2.513, -0.573], [-2.986, 0.059, -1.130], [-0.060, -1.555, -0.188], [1.531, -3.401, 0.150], [2.378, 0.647, -1.428], [1.532, 1.414, -2.290], [1.404, 0.712, -3.522], [1.075, 2.362, -2.046], [2.121, -0.526, -3.398], [2.700, -0.568, -2.094], [3.308, -1.369, -1.699], [2.608, 0.899, -0.401], [0.832, 1.031, -4.401], [2.189, -1.298, -4.171], [0.609, 2.620, 6.783], [0.234, 1.864, 5.299], [-0.666, 0.801, 5.224], [-0.997, 0.233, 3.989], [-0.482, 0.756, 2.783], [0.487, 1.737, 2.905], [0.830, 2.317, 4.113], [-0.851, 0.270, 1.395], [-1.509, -0.852, 1.421], [-0.381, 0.836, 0.359], [-1.142, 0.469, 6.148], [-1.672, -0.616, 3.987], [0.978, 2.088, 2.005], [1.503, 3.149, 4.144]],
  "orbital_gap_ev": 3.87,
  "lumo_energy_ha": 0.14212,
  "energy_ev": -109080.7711,
  "homo_ev": -0.007,
  "charge": -2
}

# 6
{
  "formula": "C17H14BrNO4Rh",
  "method": "ωB97M-V/def2-TZVPD",
  "species": ["C", "C", "C", "H", "C", "C", "H", "H", "H", "H", "Rh", "Br", "C", "C", "C", "H", "C", "C", "H", "H", "H", "H", "O", "C", "O", "C", "C", "C", "C", "C", "C", "N", "O", "O", "H", "H", "H", "H"],
  "coordinates": [[-1.997, -0.980, -1.792], [-2.134, -1.519, -0.463], [-1.971, -0.453, 0.461], [-2.309, -2.558, -0.220], [-1.853, 0.762, -0.272], [-1.889, 0.458, -1.657], [-1.925, 1.172, -2.474], [-2.039, -1.544, -2.726], [-2.008, -0.543, 1.541], [-1.775, 1.750, 0.170], [0.681, -0.750, -1.924], [0.472, -3.290, -1.643], [2.214, 0.473, -1.902], [1.004, 1.159, -2.276], [0.490, 0.524, -3.457], [0.573, 1.991, -1.720], [1.362, -0.555, -3.802], [2.418, -0.611, -2.834], [3.208, -1.354, -2.800], [2.872, 0.697, -1.066], [-0.401, 0.794, -4.018], [1.308, -1.194, -4.686], [0.538, -1.481, 1.243], [1.028, -0.385, 1.630], [1.348, 0.621, 0.924], [1.233, -0.252, 3.149], [1.216, 1.030, 3.741], [1.252, 1.181, 5.126], [1.341, 0.042, 5.958], [1.438, -1.241, 5.371], [1.368, -1.381, 3.991], [1.222, 0.171, 7.365], [1.063, 1.308, 7.861], [1.271, -0.864, 8.068], [1.157, 1.911, 3.096], [1.188, 2.166, 5.580], [1.538, -2.106, 6.023], [1.403, -2.379, 3.556]],
  "orbital_gap_ev": [4.54, 4.96],
  "lumo_energy_ha": [0.07948, -0.03266],
  "energy_ev": -100579.7574,
  "homo_ev": [-2.381, -5.848],
  "charge": -1,
  "spin_multiplicity": 5
}